Molecular formula: Cl2S2
Method: DFT, the ωB97M-V functional and the def2-TZVPD basis

Summary:
Lowest unoccupied orbital energy   -0.0222 Ha
2S+1   1
Energy above the lowest of the compared OMol25 structures with the same formula, charge and spin   0.000 eV
Highest occupied orbital energy   -9.9 eV
Max |F|   0.62 eV/A
SMILES string   ClSSCl
Orbital gap   9.33 eV

Geometry as XYZ:
```
4
Cl2S2 the ωB97M-V functional and the def2-TZVPD basis
Cl 1.31 0.73 1.52
S 0.75 -0.90 0.48
S -0.04 -0.19 -1.18
Cl -2.02 0.36 -0.82
```